(1)
C23H49BiN2OP3Se | ωB97M-V/def2-TZVPD

## Properties
- Charge: +3
- Kohn-Sham gap: 4.49 eV
- 2S+1: 1

```
80
Properties=species:S:1:pos:R:3:forces:R:3
Bi 0.2055 0.9161 -0.1296 -1.578 -2.320 -0.173
P -0.9012 2.2928 1.8103 -0.817 1.124 2.141
P -2.2298 -1.1552 -0.0835 -0.898 -1.823 0.567
P -1.6899 1.6623 -1.9311 -0.222 1.105 -1.458
H 5.2486 2.4016 -3.4470 0.201 0.619 0.161
C 4.9179 3.4177 -3.1933 0.483 0.377 -0.045
C 4.0787 3.6532 -2.1935 0.436 0.345 -0.049
H 3.8492 2.8541 -1.4838 -0.441 0.281 -0.189
C 0.1789 2.1332 3.2724 0.421 -0.287 -0.197
C -2.5856 1.9031 2.4399 -0.074 -0.452 -0.540
C -0.9236 4.0903 1.4553 0.245 0.012 -0.643
C -2.3030 -2.4288 -1.4232 0.665 0.409 -0.561
C -2.2869 -2.3410 1.3309 0.753 0.377 0.428
C -4.0211 -0.6754 -0.0240 0.098 0.882 -0.106
C -0.8101 2.9359 -2.9013 0.145 0.181 0.092
C -3.2301 2.4755 -1.3874 -0.053 0.012 0.454
C -2.2120 0.4865 -3.2429 0.273 -0.574 0.177
H 5.3407 4.2890 -3.7244 -0.371 -0.824 -0.116
H 3.7676 4.6939 -2.0476 0.001 -0.552 0.462
H 1.2226 2.2713 2.9595 -0.161 0.068 0.151
H 0.1097 1.1270 3.7093 -0.086 0.283 -0.244
H -0.0717 2.8997 4.0223 -0.072 -0.179 -0.348
H -2.6093 0.8931 2.8767 0.116 0.299 -0.153
H -3.3141 1.9460 1.6185 0.158 0.071 0.269
H -2.8861 2.6274 3.2143 0.354 -0.108 -0.282
H 0.1077 4.4309 1.2708 -0.297 -0.056 0.075
H -1.3303 4.6660 2.3036 0.110 -0.435 -0.189
H -1.5204 4.3140 0.5558 0.193 -0.040 0.377
H -3.0923 -3.1592 -1.1944 0.186 0.350 0.162
H -1.3397 -2.9530 -1.4840 -0.237 0.086 0.009
H -2.5181 -1.9867 -2.4030 0.104 -0.199 0.294
H -2.9861 -3.1546 1.0997 0.112 0.324 -0.165
H -2.6129 -1.8506 2.2552 0.118 -0.020 -0.257
H -1.2897 -2.7588 1.5021 -0.192 0.053 -0.004
H -4.6262 -1.5513 0.2575 0.445 0.129 -0.113
H -4.3834 -0.3103 -0.9938 0.091 -0.126 0.256
H -4.1865 0.1034 0.7340 -0.043 -0.255 -0.221
H -1.4081 3.2074 -3.7861 0.138 -0.053 0.349
H 0.1616 2.5511 -3.2477 -0.230 0.025 0.068
H -0.6380 3.8382 -2.2924 -0.046 -0.259 -0.199
H -3.6684 2.9848 -2.2616 0.218 -0.164 0.229
H -3.0213 3.2212 -0.6064 -0.124 -0.161 -0.326
H -3.9653 1.7565 -0.9990 0.324 0.257 -0.158
H -2.3440 1.0350 -4.1882 0.067 0.079 0.415
H -3.1546 -0.0429 -3.0225 0.462 0.317 0.084
H -1.4000 -0.2398 -3.4010 -0.260 0.146 -0.059
C 1.5961 -0.8166 -3.5443 -1.189 0.608 -0.575
C 2.2199 0.3923 -3.2101 -0.058 -0.815 0.172
C 2.6582 1.2260 -4.2302 0.096 0.288 -0.072
C 2.3765 0.9311 -5.5643 -0.129 -0.332 -0.129
C 1.4826 -0.1061 -5.8601 -0.222 0.074 0.555
C 1.0257 -0.9369 -4.8244 0.796 0.142 -0.051
Se 1.5771 -2.3525 -2.3869 -0.480 0.492 0.273
H 3.0251 -2.4950 -2.4839 0.139 -0.084 0.123
H 2.3903 0.6002 -2.1478 0.669 -0.053 -0.396
H 3.2874 2.0642 -3.9535 -0.380 -0.042 -0.284
H 2.8444 1.4866 -6.3806 -0.239 -0.028 0.371
H 1.1682 -0.3071 -6.8820 0.021 0.140 0.201
H 0.2872 -1.7085 -5.0015 0.381 -0.330 -0.272
C 2.4712 -2.4826 1.2323 0.141 -0.041 -0.302
N 1.9832 -2.6609 2.5811 -0.852 0.690 -0.559
C 2.3762 -3.8745 3.2843 -0.131 0.146 -0.064
C 2.2993 -3.5471 4.7470 0.436 -0.394 0.474
C 0.8703 -3.2401 5.0919 -0.162 -0.327 0.334
N 0.3509 -2.2383 4.1833 -0.184 0.934 -1.238
C -0.9346 -1.6862 4.5274 -0.571 0.064 0.288
C 0.9037 -1.9188 2.9742 0.719 -0.342 0.343
O 0.4661 -0.9529 2.2708 -0.135 -0.124 -0.107
H 3.4716 -2.9427 1.1714 -0.431 0.329 -0.117
H 2.5273 -1.4127 0.9991 0.166 -0.288 -0.016
H 1.8049 -2.9571 0.4874 0.303 0.118 0.268
H 1.6837 -4.6993 3.0490 0.339 0.051 -0.093
H 3.3914 -4.1197 2.9540 -0.284 -0.098 0.175
H 2.9335 -2.6820 4.9602 0.023 -0.132 0.043
H 2.6514 -4.3948 5.3313 0.006 0.055 0.151
H 0.7808 -2.8231 6.1023 0.051 -0.225 -0.121
H 0.2462 -4.1490 5.0310 0.170 0.238 0.120
H -1.7434 -2.3846 4.2631 0.111 0.142 0.055
H -0.9883 -1.5524 5.6122 0.029 0.149 -0.179
H -1.1129 -0.7293 4.0208 0.135 -0.327 0.202
```
Positions in Å, forces in eV/Å.

(2)
C23H49Br18N2 | ωB97M-V/def2-TZVPD

## Properties
- Charge: -1
- Kohn-Sham gap: 2.88 eV
- 2S+1: 1

```
92
Properties=species:S:1:pos:R:3:forces:R:3
C -5.3270 -0.9634 -0.8227 1.188 0.875 -0.375
C -4.2920 0.2228 -1.0741 -1.269 -1.013 -0.766
C -3.1442 -0.1689 -2.0852 1.056 1.379 1.195
N -1.8645 0.3542 -1.5873 -0.161 -1.363 -0.755
N -2.1079 1.7519 -1.4926 0.029 0.492 0.646
C -1.1404 2.4391 -0.6505 -0.677 0.622 0.091
C -1.9167 3.4826 0.2438 0.600 -0.051 -0.307
H -5.3803 -1.2137 0.2496 -0.136 0.010 -0.392
H -6.3067 -0.6447 -1.1780 0.111 -0.502 -0.009
H -4.9450 -1.8414 -1.3669 -0.551 0.129 0.168
H -4.8355 1.0748 -1.5318 0.175 -0.265 0.574
H -3.9009 0.5213 -0.0928 0.343 0.163 -0.520
H -3.3506 0.3160 -3.0818 -0.370 -0.356 0.227
H -3.0764 -1.2569 -2.2582 -0.010 0.308 0.146
H -2.2280 2.2070 -2.4146 0.443 -0.113 0.112
H -0.6584 1.7093 0.0157 -0.187 0.015 -0.483
H -0.3355 2.9638 -1.2163 -0.189 -0.284 0.207
H -1.8113 3.2349 1.3131 -0.149 0.142 -0.312
H -2.9779 3.4368 -0.0480 0.381 0.102 0.194
H -1.5238 4.5081 0.0941 -0.251 -0.281 0.188
Br 1.2519 4.7408 -3.6239 0.002 0.072 -0.080
C -0.0365 6.1707 -3.3319 0.260 -0.097 0.161
C -1.3597 5.6211 -2.8744 -0.280 0.044 -0.105
Br -2.3495 4.8380 -4.3542 0.016 -0.019 0.031
H -0.1042 6.7314 -4.2598 -0.074 -0.043 0.021
H 0.4033 6.8013 -2.5607 -0.056 -0.029 0.020
H -1.9962 6.4181 -2.4932 0.059 0.015 -0.006
H -1.2625 4.8466 -2.1176 0.054 0.009 -0.063
Br -2.9783 -3.8795 -0.7860 -0.062 -0.205 0.046
C -2.2027 -2.3145 0.0933 0.152 -0.027 -0.233
C -1.6102 -2.6851 1.4153 0.146 0.109 0.169
Br -2.9872 -2.9392 2.7679 -0.116 -0.137 0.165
H -2.9894 -1.5693 0.1643 0.145 -0.046 -0.060
H -1.4316 -1.9528 -0.5847 -0.087 0.211 -0.049
H -0.9846 -1.8782 1.7922 -0.054 0.053 -0.096
H -1.0311 -3.6038 1.3812 -0.046 0.010 -0.008
Br 1.6116 -5.8338 -2.4244 0.008 0.066 0.037
C -0.2586 -5.5642 -2.9079 0.057 -0.208 0.069
C -0.3850 -4.9762 -4.2857 -0.081 0.284 -0.089
Br 0.0383 -3.0798 -4.2574 -0.174 -0.056 -0.174
H -0.7001 -4.9318 -2.1402 0.048 -0.027 -0.104
H -0.7099 -6.5541 -2.8648 0.005 0.025 -0.028
H -1.4127 -5.0403 -4.6395 -0.007 -0.020 0.099
H 0.2745 -5.4414 -5.0131 -0.001 -0.063 0.081
Br 1.7594 -1.5981 -1.4147 0.107 0.161 -0.043
C 3.0324 -1.8278 -2.8680 -0.188 -0.140 0.376
C 4.4088 -2.1465 -2.3468 0.076 0.006 -0.254
Br 5.2913 -0.5526 -1.6481 0.041 0.032 0.066
H 3.0004 -0.9187 -3.4622 0.063 -0.008 0.028
H 2.6481 -2.6575 -3.4567 0.079 -0.055 0.020
H 5.0528 -2.4983 -3.1513 -0.010 0.027 0.012
H 4.4037 -2.8804 -1.5457 -0.070 0.048 -0.007
Br 7.3603 -4.6591 -2.3580 -0.057 0.052 0.020
C 8.1593 -3.1877 -1.3591 0.143 -0.118 -0.172
C 8.6795 -3.6495 -0.0239 -0.093 0.140 0.231
Br 7.2309 -3.9045 1.2527 0.054 -0.060 -0.056
H 7.4011 -2.4143 -1.2768 0.033 -0.015 0.068
H 8.9741 -2.8281 -1.9851 0.011 -0.007 0.060
H 9.3203 -2.8892 0.4198 -0.045 0.043 -0.075
H 9.2213 -4.5894 -0.0790 -0.045 0.019 -0.071
Br -6.0448 -5.0807 4.7897 0.039 0.193 0.058
C -5.8874 -3.3565 5.6948 -0.191 -0.193 -0.045
C -7.1680 -2.5547 5.5859 0.225 0.287 -0.191
Br -7.3757 -1.7605 3.8109 -0.028 -0.272 0.191
H -5.0359 -2.8483 5.2503 -0.064 0.028 -0.025
H -5.6630 -3.5939 6.7334 -0.077 0.034 -0.019
H -7.1461 -1.7066 6.2687 0.052 -0.088 0.049
H -8.0584 -3.1492 5.7691 0.081 -0.041 0.004
Br -8.2829 -0.5969 0.6071 -0.421 0.178 0.211
C -8.0049 1.1185 1.4835 -0.022 -0.279 0.030
C -9.2201 2.0011 1.3694 0.090 0.262 -0.065
Br -9.3695 2.7879 -0.4070 -0.075 -0.058 0.036
H -7.1139 1.5570 1.0401 -0.066 0.019 -0.021
H -7.8065 0.8770 2.5267 -0.043 0.054 -0.005
H -9.1432 2.8478 2.0498 0.050 -0.039 -0.006
H -10.1489 1.4711 1.5580 0.072 -0.057 -0.011
Br 8.7225 2.4033 -0.9730 -0.020 -0.098 -0.001
C 7.5384 1.8008 0.4546 0.045 0.267 -0.185
C 8.2795 1.6507 1.7551 -0.157 -0.221 0.121
Br 9.3507 0.0228 1.7814 0.080 0.060 0.017
H 7.0780 0.8765 0.1172 0.067 -0.029 0.073
H 6.7746 2.5728 0.5380 0.231 -0.125 -0.021
H 7.5797 1.5448 2.5836 -0.040 0.004 -0.064
H 8.9560 2.4762 1.9590 -0.006 -0.020 -0.085
Br 4.8286 3.3441 2.0075 -0.274 0.101 0.249
C 5.0325 4.6849 3.4043 0.033 -0.005 -0.323
C 6.3772 4.5785 4.0751 -0.043 0.008 0.312
Br 6.4396 3.0797 5.3183 0.065 -0.003 -0.113
H 4.2009 4.5543 4.0904 0.080 -0.020 0.037
H 4.9342 5.6433 2.8975 0.047 -0.008 0.033
H 6.5739 5.4609 4.6816 -0.043 -0.002 -0.036
H 7.1928 4.4374 3.3714 -0.077 0.011 -0.039
```
Positions in Å, forces in eV/Å.

| no. | DFT total energy (a.u.) | HOMO level (eV) |
| --- | --- | --- |
| 1 | -4729.6329 | -15.86 |
| 2 | -47347.4512 | -1.26 |